i:
DFT (the ωB97M-V functional and the def2-TZVPD basis) results for the molecule C6H10FN.

The value obtained for the HOMO-LUMO gap is 8.91 eV. As for the LUMO energy: 0.0285 hartree. The calculation puts the HOMO energy at -8.136 eV. As for the net charge: 0.

Each line ends with the natural charge from an NBO analysis.
Cartesian coordinates (Å):
C -0.885 1.958 -0.048  -0.405
C -0.868 0.615 -0.186  -0.075
C 0.223 -0.235 -0.223  -0.341
C 1.583 -0.006 0.007  0.473
C 2.799 -0.757 -0.137  -0.674
F 1.767 1.043 0.726  -0.321
C -2.080 -0.161 -0.278  -0.248
N -2.186 -1.151 0.705  -0.807
H -1.741 2.688 0.117  0.212
H 0.102 2.494 -0.021  0.198
H 0.094 -1.276 -0.674  0.189
H 3.341 -0.869 0.710  0.231
H 3.326 -0.035 -0.907  0.235
H 2.668 -1.773 -0.447  0.235
H -2.769 0.756 -0.069  0.180
H -2.150 -0.457 -1.276  0.205
H -1.653 -0.957 1.734  0.367
H -1.570 -1.878 0.266  0.346

---

ii:
DFT (the ωB97M-V functional and the def2-TZVPD basis) results for the molecule C6H10FN.

The value obtained for the HOMO-LUMO gap is 9.77 eV. As for the LUMO energy: 0.0365 hartree. The calculation puts the HOMO energy at -8.777 eV. As for the net charge: 0.

Each line ends with the natural charge from an NBO analysis.
Cartesian coordinates (Å):
C -1.626 2.019 0.392  -0.449
C -0.342 1.605 0.444  -0.192
C 0.275 0.177 0.313  0.014
N 0.406 -0.361 1.603  -0.842
C 1.680 0.170 -0.445  -0.387
C 1.012 -0.998 -1.307  -0.444
C -0.299 -0.640 -0.774  0.193
F -1.135 -1.762 -0.377  -0.373
H -1.754 3.169 0.394  0.225
H -2.604 1.147 0.458  0.219
H 0.486 2.405 0.662  0.197
H -0.414 -0.505 2.211  0.386
H 1.189 0.116 2.268  0.374
H 2.622 -0.169 0.201  0.224
H 1.955 1.106 -0.956  0.217
H 1.384 -1.965 -0.963  0.234
H 1.099 -1.105 -2.412  0.214
H -0.796 0.198 -1.436  0.189

---

Result of the stability comparison: i is the least stable of them.

---

i:
DFT (the ωB97M-V functional and the def2-TZVPD basis) results for a cluster of 2 separate species, C3H7N3 in total.

The value obtained for the HOMO-LUMO gap is 11.87 eV. As for the LUMO energy: -0.3182 hartree. The calculation puts the HOMO energy at -20.524 eV. As for the net charge: +2.

Each line ends with the natural charge from an NBO analysis.
Cartesian coordinates (Å):
C 2.020 0.005 -0.417  0.809
C -1.921 0.080 0.293  0.465
C -1.925 1.259 0.751  -0.421
N 0.923 0.299 -0.718  -0.504
N 3.152 -0.463 -0.109  -0.771
N -1.946 -1.061 -0.134  -0.622
H -1.193 2.046 0.402  0.298
H -2.741 1.521 1.430  0.346
H 0.151 0.882 -0.611  0.450
H 3.626 -1.212 0.491  0.535
H 3.800 -0.151 -0.840  0.477
H -1.317 -1.799 0.252  0.462
H -2.629 -1.407 -0.790  0.475

---

ii:
DFT (the ωB97M-V functional and the def2-TZVPD basis) results for a cluster of 2 separate species, C3H7N3 in total.

The value obtained for the HOMO-LUMO gap (alpha / beta) is 4.60 / 7.19 eV. As for the LUMO energy (alpha / beta): -0.5068 / -0.4138 hartree. The calculation puts the HOMO energy (alpha / beta) at -18.389 / -18.452 eV. As for the net charge: +2.

Each line ends with the natural charge from an NBO analysis.
Cartesian coordinates (Å):
C -0.398 0.118 -0.324  0.329
C -2.802 -0.017 0.383  0.381
C 0.854 0.170 -0.343  0.002
N -1.631 0.062 -0.070  -0.294
N 3.605 0.521 0.130  -0.507
N -3.837 0.705 0.180  -0.636
H 4.399 1.106 -0.087  0.446
H -3.020 -0.829 1.157  0.273
H 1.962 0.156 -0.412  0.221
H 3.592 -0.422 -0.264  0.428
H 3.464 0.553 1.163  0.437
H -4.726 0.614 0.772  0.480
H -3.861 1.388 -0.537  0.440

---

iii:
DFT (the ωB97M-V functional and the def2-TZVPD basis) results for a cluster of 2 separate species, C3H7N3 in total.

The value obtained for the HOMO-LUMO gap is 10.14 eV. As for the LUMO energy: -0.3613 hartree. The calculation puts the HOMO energy at -19.970 eV. As for the net charge: +2.

Each line ends with the natural charge from an NBO analysis.
Cartesian coordinates (Å):
C 0.606 0.069 -2.439  0.470
C -0.381 1.967 1.778  -0.039
C 0.238 -1.260 0.489  -0.526
N 0.023 1.008 1.078  0.090
N 0.097 -0.461 -3.318  -0.363
N 0.474 0.134 0.392  0.005
H 1.315 0.460 -1.724  0.322
H -1.378 2.436 1.476  0.312
H 0.196 2.299 2.664  0.316
H -0.581 -1.442 1.244  0.260
H 1.253 -1.802 0.742  0.323
H -0.330 -1.630 -0.372  0.272
H -0.147 -0.766 -4.313  0.558

---

Result of the stability comparison: ii is the least stable of them.

---

i:
DFT (the ωB97M-V functional and the def2-TZVPD basis) results for a cluster of 2 separate species, C2H9N2S in total.

The value obtained for the HOMO-LUMO gap is 9.43 eV. As for the LUMO energy: -0.1303 hartree. The calculation puts the HOMO energy at -12.976 eV. As for the net charge: +1.

Each line ends with the natural charge from an NBO analysis.
Cartesian coordinates (Å):
C 1.116 -0.482 1.294  -0.518
C -0.493 -0.436 -0.023  0.103
N -0.225 -0.159 -1.431  -0.839
N -1.295 0.848 0.494  -0.728
S 1.168 0.605 -1.927  0.219
H 1.888 -0.999 0.744  0.230
H 0.785 -1.033 2.251  0.238
H 1.194 0.591 1.321  0.197
H -1.072 -1.352 0.151  0.234
H -0.493 -0.954 -2.098  0.431
H -0.745 1.753 0.531  0.441
H -1.776 0.962 1.361  0.441
H -1.971 0.971 -0.221  0.436
H 1.920 -0.315 -2.446  0.114

---

ii:
DFT (the ωB97M-V functional and the def2-TZVPD basis) results for the ion C2H9N2S with charge +1.

The value obtained for the HOMO-LUMO gap is 9.47 eV. As for the LUMO energy: -0.1573 hartree. The calculation puts the HOMO energy at -13.753 eV. As for the net charge: +1.

Each line ends with the natural charge from an NBO analysis.
Cartesian coordinates (Å):
C 1.159 1.108 0.509  -0.662
C 0.559 -0.304 0.658  0.132
N -1.757 0.070 -1.000  -0.975
N 0.848 -1.205 -0.318  -0.747
S -1.678 -0.008 0.730  0.418
H 2.089 1.116 0.914  0.269
H 1.477 1.224 -0.460  0.229
H 0.481 1.864 0.856  0.245
H 0.578 -0.700 1.698  0.238
H -1.049 0.811 -1.241  0.389
H 0.884 -2.246 -0.318  0.444
H 0.717 -0.806 -1.309  0.410
H -2.668 0.212 -1.424  0.421
H -2.519 -1.180 0.932  0.189

---

Result of the stability comparison: i is the least stable of them.